(1)
C22H21AgBrF3N4O11S2 | the ωB97M-V functional and the def2-TZVPD basis

Structure (XYZ):
```
65
Properties=species:S:1:pos:R:3
Ag -0.099 2.282 0.889
O 1.502 5.344 -1.463
C 1.172 4.238 -1.047
O 0.024 3.805 -0.804
C 2.327 3.281 -0.682
C 3.534 3.658 -1.237
C 4.666 2.922 -0.937
C 4.509 1.865 -0.041
C 3.256 1.578 0.422
N 2.118 2.254 0.080
H 3.523 4.592 -1.705
H 5.598 3.190 -1.237
H 5.348 1.263 0.326
H 3.220 0.762 1.167
C -2.830 2.383 -1.481
C -3.555 1.324 -0.606
S -3.780 -0.318 -1.199
O -4.158 -0.365 -2.593
O -4.579 -1.066 -0.231
C -2.006 -0.933 -1.049
C -1.216 -1.094 -2.335
N -0.296 -0.023 -2.581
C 0.949 0.063 -2.054
N 1.622 1.140 -2.515
C 0.843 1.726 -3.442
C -0.303 0.982 -3.566
N -1.359 1.221 -4.504
O -1.439 2.353 -4.992
O -2.104 0.293 -4.738
C 1.524 -0.785 -1.038
H -2.626 3.296 -0.932
H -3.400 2.558 -2.411
H -1.871 2.009 -1.725
H -4.554 1.747 -0.321
H -2.974 1.097 0.320
H -2.123 -1.826 -0.458
H -1.560 -0.194 -0.350
H -1.970 -1.175 -3.070
H -0.705 -2.034 -2.268
H 1.094 2.664 -3.954
H 1.477 -1.875 -1.358
H 1.119 -0.655 -0.002
H 2.614 -0.654 -0.928
F 3.632 -3.269 3.628
C 2.794 -3.442 2.593
F 1.950 -2.375 2.585
F 2.038 -4.506 2.783
S 3.727 -3.501 1.011
O 2.594 -3.603 0.100
O 4.463 -4.734 1.022
O 4.456 -2.277 0.960
Br -3.387 -5.289 3.758
C -2.603 -3.519 3.636
C -3.510 -2.575 3.286
C -3.044 -1.249 3.083
C -1.734 -0.929 3.381
C -0.884 -1.923 3.843
C -1.338 -3.225 3.954
C -1.130 0.448 3.059
O -1.660 1.063 2.061
O -0.194 0.823 3.811
H -4.464 -2.762 3.039
H -3.695 -0.498 2.718
H 0.059 -1.613 4.060
H -0.602 -3.935 4.277
```

The calculation puts the HOMO-LUMO gap at 8.2 eV. Its HOMO energy is -4.356 eV. The LUMO energy is 3.86 eV. The energy above the lowest of the compared OMol25 structures with the same formula, charge and spin comes out at 7.93 kcal per mole. Its net charge is -2.

Partial charges, natural (NBO), in e: 0.860 -0.713 0.738 -0.828 0.128 -0.234 -0.157 -0.269 0.036 -0.511 0.246 0.192 0.225 0.219 -0.618 -0.710 2.141 -0.957 -0.953 -0.646 -0.259 -0.338 0.423 -0.478 0.003 0.104 0.522 -0.411 -0.392 -0.711 0.248 0.218 0.219 0.238 0.290 0.259 0.256 0.273 0.227 0.234 0.263 0.254 0.277 -0.338 0.674 -0.341 -0.320 2.362 -1.033 -1.000 -0.994 -0.042 0.076 -0.297 -0.161 -0.135 -0.152 -0.315 0.766 -0.862 -0.700 0.211 0.224 0.239 0.228

(2)
C22H21BrN5O2SV | the ωB97M-V functional and the def2-TZVPD basis

Structure (XYZ):
```
53
Properties=species:S:1:pos:R:3
V -0.520 -0.594 -0.763
Br -5.886 -3.017 3.784
C -4.671 -2.512 2.457
C -5.022 -2.641 1.106
C -4.146 -2.286 0.095
C -2.907 -1.787 0.457
O -2.002 -1.443 -0.474
C -2.528 -1.632 1.799
C -1.255 -1.103 2.139
N -0.352 -0.642 1.313
C 0.876 -0.134 1.851
C 1.188 0.067 3.173
C 2.472 0.523 3.539
C 3.433 0.767 2.598
C 3.135 0.586 1.227
C 4.060 0.815 0.185
C 3.681 0.614 -1.118
C 2.380 0.179 -1.388
N 1.487 -0.049 -0.432
C 1.845 0.153 0.870
C -3.431 -2.016 2.804
H -5.999 -3.032 0.851
H -4.423 -2.396 -0.944
H -1.035 -1.087 3.202
H 0.485 -0.123 3.972
H 2.691 0.661 4.589
H 4.422 1.095 2.889
H 5.065 1.141 0.424
H 4.367 0.774 -1.937
H 2.055 0.010 -2.406
H -3.158 -1.919 3.847
C 0.330 3.647 -2.578
N 0.316 3.554 -1.115
C 0.944 4.448 -0.274
C 0.611 4.114 0.996
N -0.204 3.012 0.904
C -0.391 2.686 -0.384
S -1.491 1.478 -0.989
H 1.294 4.038 -2.891
H -0.464 4.316 -2.907
H 0.175 2.660 -3.002
H 1.554 5.249 -0.655
H 0.875 4.562 1.937
H -0.669 2.556 1.674
C 0.339 -3.609 -2.650
C 0.045 -2.274 -3.237
N -0.185 -2.149 -4.515
O -0.003 -1.226 -2.497
H 0.709 -4.311 -3.393
H -0.592 -4.011 -2.238
H 1.063 -3.512 -1.844
H -0.135 -2.947 -5.135
H -0.430 -1.253 -4.915
```

The calculation puts the HOMO-LUMO gap (spin up / spin down) at 5.6 / 6.2 eV. Its HOMO energy (spin up / spin down) is -16.363 / -16.409 eV. Its spin multiplicity is 2. The LUMO energy (spin up / spin down) is -10.81 / -10.20 eV. The energy above the lowest of the compared OMol25 structures with the same formula, charge and spin comes out at 0.00 kcal per mole. As for the expectation value of S²: 0.7889. Its net charge is +3.

Partial charges, natural (NBO), in e: 1.396 0.210 -0.107 -0.115 -0.221 0.309 -0.536 -0.140 0.236 -0.512 0.061 -0.171 -0.172 -0.135 -0.105 -0.032 -0.261 0.110 -0.542 0.228 -0.147 0.269 0.258 0.221 0.239 0.263 0.258 0.261 0.268 0.227 0.252 -0.415 -0.286 -0.035 -0.033 -0.470 0.241 0.040 0.248 0.256 0.227 0.275 0.276 0.455 -0.719 0.741 -0.680 -0.692 0.276 0.279 0.259 0.449 0.440

(3)
C22H21Cl2FeN3S2 | the ωB97M-V functional and the def2-TZVPD basis

Structure (XYZ):
```
51
Properties=species:S:1:pos:R:3
Fe 0.237 -0.728 0.001
C 0.100 0.922 -2.635
N 0.365 1.442 -1.294
C -0.736 2.251 -0.766
C -0.728 2.254 0.766
N -1.143 0.953 1.294
C -0.623 0.688 2.636
C -2.576 0.798 1.252
C -3.392 1.509 2.115
C -4.761 1.321 2.127
C -5.326 0.392 1.263
C -4.530 -0.310 0.387
C -3.142 -0.125 0.357
S -2.192 -1.039 -0.764
C 1.615 2.158 -1.251
C 1.857 3.214 -2.116
C 3.077 3.866 -2.128
C 4.078 3.447 -1.264
C 3.847 2.411 -0.386
C 2.615 1.746 -0.357
S 2.384 0.449 0.766
H -0.093 1.720 -3.367
H -0.772 0.266 -2.598
H 0.969 0.341 -2.958
H -1.679 1.819 -1.108
H -0.681 3.293 -1.126
H -1.384 3.065 1.125
H 0.289 2.459 1.107
H -0.937 1.447 3.367
H 0.468 0.671 2.599
H -0.985 -0.292 2.959
H -2.951 2.222 2.800
H -5.376 1.882 2.818
H -6.394 0.219 1.281
H -4.954 -1.036 -0.291
H 1.082 3.531 -2.801
H 3.243 4.681 -2.819
H 5.045 3.934 -1.282
H 4.617 2.074 0.292
Cl 1.075 -3.619 2.683
C 1.396 -4.442 1.198
C 1.823 -5.743 1.203
C 2.078 -6.396 0.000
C 1.901 -5.718 -1.202
C 1.482 -4.415 -1.199
Cl 1.259 -3.561 -2.684
C 1.196 -3.678 0.000
N 0.799 -2.456 -0.001
H 1.954 -6.256 2.144
H 2.411 -7.422 0.001
H 2.096 -6.211 -2.144
```

The calculation puts the HOMO-LUMO gap (spin up / spin down) at 6.9 / 6.7 eV. Its HOMO energy (spin up / spin down) is -4.070 / -3.951 eV. Its spin multiplicity is 6. The LUMO energy (spin up / spin down) is 2.82 / 2.78 eV. The energy above the lowest of the compared OMol25 structures with the same formula, charge and spin comes out at 9.51 kcal per mole. As for the expectation value of S²: 8.7837. Its net charge is -1.

Partial charges, natural (NBO), in e: 1.466 -0.429 -0.543 -0.228 -0.229 -0.539 -0.430 0.169 -0.243 -0.263 -0.210 -0.226 -0.190 -0.418 0.169 -0.242 -0.263 -0.211 -0.225 -0.191 -0.419 0.165 0.236 0.212 0.226 0.181 0.181 0.226 0.165 0.236 0.212 0.201 0.200 0.201 0.215 0.201 0.200 0.201 0.215 -0.018 -0.116 -0.216 -0.287 -0.225 -0.112 -0.018 0.178 -0.792 0.212 0.201 0.213

(4)
C22H21Cl5N5OPbSSbSe4 | the ωB97M-V functional and the def2-TZVPD basis

Structure (XYZ):
```
61
Properties=species:S:1:pos:R:3
Pb 1.028 -0.573 0.575
C -3.586 -0.550 4.622
C -2.568 -1.279 3.823
N -1.178 -0.798 4.199
C -0.621 0.036 3.309
S 1.137 -0.006 3.236
N -1.432 0.744 2.608
N -0.904 1.226 1.451
C -1.296 2.343 0.965
C -2.427 3.109 1.618
C -0.792 2.881 -0.335
C -0.905 4.231 -0.550
C -0.556 4.663 -1.826
C -0.042 3.775 -2.714
C 0.100 2.448 -2.349
N -0.389 2.011 -1.253
H -4.556 -0.900 4.235
H -3.438 -0.956 5.691
H -3.510 0.566 4.682
H -2.634 -2.367 4.109
H -2.735 -1.056 2.793
H -0.555 -1.458 4.541
H -3.281 2.979 0.976
H -2.724 2.803 2.613
H -2.258 4.180 1.633
H -1.241 4.915 0.208
H -0.706 5.711 -2.119
H 0.179 4.042 -3.711
H 0.688 1.722 -2.860
Se 1.769 5.640 -9.122
Sb 1.412 7.146 -6.973
Se -0.373 5.079 -6.581
Se 1.232 3.820 -7.687
Se 0.405 9.192 -7.667
Cl 7.225 -3.011 -3.117
C 5.801 -2.880 -2.103
C 5.764 -1.893 -1.116
Cl 7.134 -0.900 -0.895
C 4.628 -1.695 -0.292
Cl 4.683 -0.486 0.970
C 3.536 -2.569 -0.321
O 2.447 -2.496 0.378
C 3.712 -3.684 -1.203
Cl 2.669 -4.990 -1.069
C 4.703 -3.736 -2.177
Cl 4.760 -5.156 -3.150
C 0.506 -3.906 2.129
C -0.699 -3.375 1.428
C -1.918 -3.922 1.452
C -2.753 -3.072 0.623
C -1.916 -2.021 0.204
C -2.262 -0.946 -0.715
N -0.645 -2.210 0.681
H 0.324 -4.932 2.460
H 0.768 -3.319 3.050
H 1.321 -3.977 1.417
H -2.201 -4.889 1.972
H -3.770 -3.168 0.305
H -2.670 -0.019 -0.242
H -3.010 -1.387 -1.437
H -1.382 -0.679 -1.369
```

The calculation puts the HOMO-LUMO gap at 6.3 eV. Its HOMO energy is -2.765 eV. The LUMO energy is 3.57 eV. The energy above the lowest of the compared OMol25 structures with the same formula, charge and spin comes out at 18.29 kcal per mole. Its net charge is -2.

Partial charges, natural (NBO), in e: 1.321 -0.604 -0.226 -0.615 0.334 -0.443 -0.467 -0.265 0.217 -0.674 0.151 -0.244 -0.166 -0.259 0.066 -0.412 0.200 0.182 0.217 0.198 0.236 0.395 0.220 0.243 0.203 0.214 0.217 0.244 0.194 -0.394 0.732 -0.430 -0.088 -0.812 0.004 -0.130 -0.064 0.035 -0.155 0.021 0.354 -0.808 -0.155 0.062 -0.069 0.020 -0.649 0.111 -0.331 -0.365 0.099 -0.636 -0.705 0.194 0.200 0.256 0.195 0.194 0.212 0.212 0.218